No. 1
An isolated ion of composition C6H6NS and charge +1 at a distorted geometry, computed with ωB97M-V/def2-TZVPD.

Computed properties:
Energy in hartree: -684.7119
Charge: +1
Kohn-Sham gap in eV: 8.96
Energy above the lowest of the compared OMol25 structures with the same formula, charge and spin in kcal per mole: 69.5
HOMO energy in eV: -15.130

Structure (XYZ):
```
14
C6H6NS ωB97M-V/def2-TZVPD
C 1.143 1.050 0.499
C 0.476 0.132 -0.359
C 1.459 -0.647 -0.911
C 2.933 -0.255 -0.624
C -1.849 -0.483 0.754
C -1.037 -0.019 -0.488
N 2.391 -1.244 -1.516
S 2.879 1.008 0.376
H 0.741 1.700 1.272
H -1.732 -1.525 1.036
H -2.958 -0.522 0.515
H -1.699 0.307 1.440
H -1.459 1.030 -0.688
H -1.288 -0.531 -1.306
```

---

No. 2
C6H6O as an isolated structure, computed with ωB97M-V/def2-TZVPD.

Computed properties:
Energy in hartree: -307.2137
Kohn-Sham gap in eV: 9.69
Energy above the lowest of the compared OMol25 structures with the same formula, charge and spin in kcal per mole: 156.7
HOMO energy in eV: -8.775

Structure (XYZ):
```
13
C6H6O ωB97M-V/def2-TZVPD
C 0.640 2.469 -0.690
C 0.260 1.349 -0.463
C -0.207 0.012 -0.222
C -1.441 -0.545 1.052
C 0.000 -0.717 1.122
O 0.545 -1.878 0.504
C 0.417 -1.277 -0.787
H 1.002 3.456 -0.880
H -1.381 -0.097 -0.339
H -1.634 0.438 1.515
H 0.624 -0.263 1.889
H 1.393 -1.081 -1.243
H -0.217 -1.868 -1.457
```

---

No. 3
C6H6O as an isolated structure at a distorted geometry, computed with ωB97M-V/def2-TZVPD.

Computed properties:
Energy in hartree: -307.3175
Kohn-Sham gap in eV: 8.85
Energy above the lowest of the compared OMol25 structures with the same formula, charge and spin in kcal per mole: 91.6
HOMO energy in eV: -8.651

Structure (XYZ):
```
13
C6H6O ωB97M-V/def2-TZVPD
C -0.373 -1.304 -0.967
C 0.370 -0.420 -0.240
C -0.456 0.768 -0.267
C -1.381 0.387 -1.353
C -0.766 1.625 0.738
C 1.535 -0.758 0.646
O -2.293 0.637 -2.097
H -0.431 -2.301 -1.401
H -1.724 2.249 0.700
H -0.240 1.647 1.659
H 1.348 -0.837 1.754
H 2.345 0.022 0.501
H 2.068 -1.713 0.326
```

---

No. 4
C6H6O as an isolated structure at a distorted geometry, computed with ωB97M-V/def2-TZVPD.

Computed properties:
Energy in hartree: -307.2593
Kohn-Sham gap in eV: 9.48
Energy above the lowest of the compared OMol25 structures with the same formula, charge and spin in kcal per mole: 128.1
HOMO energy in eV: -8.468

Structure (XYZ):
```
13
C6H6O ωB97M-V/def2-TZVPD
C 2.184 1.600 -0.562
C 1.241 0.881 -0.347
C 0.102 0.047 -0.089
C -1.202 0.596 0.256
C -0.384 -0.521 1.210
O -0.612 -1.815 0.691
C -0.082 -1.392 -0.592
H 3.027 2.220 -0.751
H -2.119 0.220 -0.167
H -1.195 1.622 0.644
H -1.004 -0.059 1.950
H 0.863 -1.879 -0.848
H -0.820 -1.520 -1.395
```

---

No. 5
One molecule with the formula C6H6O at a distorted geometry, computed with ωB97M-V/def2-TZVPD.

Computed properties:
Energy in hartree: -307.2750
Kohn-Sham gap in eV: 10.75
Energy above the lowest of the compared OMol25 structures with the same formula, charge and spin in kcal per mole: 118.3
SMILES: C#CC[C@H](O)C#C
HOMO energy in eV: -10.139

Structure (XYZ):
```
13
C6H6O ωB97M-V/def2-TZVPD
C -1.459 1.763 -0.437
C -1.028 0.640 -0.500
C -0.525 -0.748 -0.541
C 0.515 -1.090 0.575
O 0.029 -0.658 1.811
C 1.858 -0.462 0.274
C 1.925 0.591 -0.320
H -1.875 2.752 -0.395
H -1.381 -1.413 -0.391
H -0.110 -0.947 -1.534
H 0.616 -2.168 0.605
H -0.213 0.279 1.712
H 1.648 1.461 -0.858
```

---

No. 6
One molecule with the formula C6H6O at a distorted geometry, computed with ωB97M-V/def2-TZVPD.

Computed properties:
Energy in hartree: -307.3197
Kohn-Sham gap in eV: 8.51
Energy above the lowest of the compared OMol25 structures with the same formula, charge and spin in kcal per mole: 90.2
SMILES: C=C1C=CC=CO1
HOMO energy in eV: -7.877

Structure (XYZ):
```
13
C6H6O ωB97M-V/def2-TZVPD
C 2.490 -0.113 -0.135
C 1.134 0.061 -0.138
C 0.023 1.131 0.145
C -1.284 1.018 -0.091
C -1.843 -0.357 -0.196
C -0.942 -1.318 0.052
O 0.359 -1.161 -0.047
H 3.100 0.789 -0.346
H 2.809 -1.041 0.439
H 0.612 2.037 0.221
H -2.266 1.726 0.084
H -2.961 -0.329 -0.234
H -1.233 -2.446 0.246
```

---

No. 7
C6H6O18Sr as an isolated structure at a distorted geometry, computed with ωB97M-V/def2-TZVPD.

Computed properties:
Energy in hartree: -1617.2126
Charge: -4
Kohn-Sham gap in eV: 6.20
Energy above the lowest of the compared OMol25 structures with the same formula, charge and spin in kcal per mole: 28.3
HOMO energy in eV: 1.683

Structure (XYZ):
```
31
C6H6O18Sr ωB97M-V/def2-TZVPD
Sr -0.076 -0.065 -0.465
O 3.164 0.241 4.136
C 3.032 1.350 3.328
O 3.233 2.507 3.749
O 2.629 1.149 2.219
H 2.959 -0.457 3.510
O 4.148 1.718 -4.389
C 3.402 1.551 -3.246
O 2.886 0.457 -3.179
O 3.185 2.554 -2.537
H 4.367 2.649 -4.307
O 1.431 -5.595 0.750
C 1.261 -4.326 0.659
O 1.353 -3.644 1.611
O 0.895 -3.817 -0.422
H 1.628 -5.601 1.689
O -3.722 0.747 4.494
C -2.500 0.345 4.210
O -2.236 0.141 2.986
O -1.681 0.568 5.166
H -3.441 0.992 5.379
O -1.471 -2.978 -5.488
C -2.442 -2.381 -4.772
O -3.641 -2.315 -5.175
O -2.151 -1.617 -3.796
H -1.923 -3.349 -6.250
O -3.328 4.555 0.557
C -2.529 3.782 -0.108
O -1.273 3.891 -0.005
O -2.990 2.854 -0.786
H -4.168 4.095 0.480
```

---

No. 8
One molecule with the formula C6H6O2 at a distorted geometry, computed with ωB97M-V/def2-TZVPD.

Computed properties:
Energy in hartree: -382.5876
Kohn-Sham gap in eV: 10.02
Energy above the lowest of the compared OMol25 structures with the same formula, charge and spin in kcal per mole: 61.6
SMILES: O=C1[C@H]2[C@H]3C[C@@H]1O[C@H]32
HOMO energy in eV: -9.193

Structure (XYZ):
```
14
C6H6O2 ωB97M-V/def2-TZVPD
O -2.275 0.074 -0.179
C -1.114 0.023 -0.251
C -0.190 -1.017 -0.649
C 1.300 -0.309 -0.592
C 1.036 1.169 -0.627
C -0.067 1.029 0.387
O 0.297 -0.006 1.381
C 0.766 -1.008 0.486
H -0.414 -2.141 -1.027
H 2.170 -0.873 -0.977
H 0.592 1.479 -1.616
H 2.059 1.654 -0.390
H -0.193 1.936 0.955
H 1.226 -1.921 0.919
```

---

No. 9
One molecule with the formula C6H6O2 at a distorted geometry, computed with ωB97M-V/def2-TZVPD.

Computed properties:
Energy in hartree: -382.5918
Kohn-Sham gap in eV: 8.18
Energy above the lowest of the compared OMol25 structures with the same formula, charge and spin in kcal per mole: 59.0
HOMO energy in eV: -7.751

Structure (XYZ):
```
14
C6H6O2 ωB97M-V/def2-TZVPD
C 1.682 -0.355 -0.117
C -0.232 1.259 -0.550
C -1.528 1.500 -0.560
C 0.209 -0.050 -0.047
C -0.671 -0.914 0.405
C -1.457 -1.795 0.936
O 0.680 2.228 -0.936
O -2.680 1.652 -0.683
H 1.471 2.138 -0.391
H 1.844 -1.411 0.081
H 2.075 -0.118 -1.106
H 2.234 0.221 0.629
H -2.001 -2.510 0.336
H -1.624 -1.846 2.003
```

---

No. 10
C6H6O2Sn as an isolated structure at a distorted geometry, computed with ωB97M-V/def2-TZVPD.

Computed properties:
Energy in hartree: -596.0921
Charge: +2
Kohn-Sham gap in eV: 7.98
Energy above the lowest of the compared OMol25 structures with the same formula, charge and spin in kcal per mole: 90.2
HOMO energy in eV: -17.951

Structure (XYZ):
```
15
C6H6O2Sn ωB97M-V/def2-TZVPD
C -0.838 0.786 -1.415
C 0.439 0.901 -0.963
O 1.371 1.680 -1.061
H -1.048 1.277 -2.369
Sn 3.048 1.479 -0.303
O 2.525 -0.151 0.609
C 1.231 -0.510 0.493
C 0.316 -1.124 1.110
C -1.652 -0.572 0.513
C -1.823 0.016 -0.742
H 3.000 -0.600 1.327
H 0.133 -1.608 2.061
H -1.751 0.117 1.363
H -2.218 -1.496 0.678
H -2.735 -0.197 -1.301
```

---

No. 11
One molecule with the formula C6H6O3 at a distorted geometry, computed with ωB97M-V/def2-TZVPD.

Computed properties:
Energy in hartree: -457.8418
Kohn-Sham gap in eV: 8.83
Energy above the lowest of the compared OMol25 structures with the same formula, charge and spin in kcal per mole: 59.8
SMILES: Cc1occc(=O)c1O
HOMO energy in eV: -8.314

Structure (XYZ):
```
15
C6H6O3 ωB97M-V/def2-TZVPD
C -0.561 1.396 -1.687
C -0.425 0.464 -0.587
O -1.187 -0.752 -0.621
C -0.883 -1.840 0.094
C -0.066 -1.744 1.265
C 0.815 -0.599 1.361
O 1.806 -0.622 2.145
C 0.578 0.661 0.430
O 1.435 1.569 0.359
H -1.513 2.025 -1.537
H 0.093 2.213 -1.762
H -0.764 0.758 -2.697
H -1.549 -2.739 -0.025
H 0.052 -2.500 2.046
H 2.168 1.708 1.216
```

---

No. 12
C6H6O5Tb as an isolated structure at a distorted geometry, computed with ωB97M-V/def2-TZVPD.

Computed properties:
Energy in hartree: -1431.5600
Charge: +3
Kohn-Sham gap (alpha / beta) in eV: 6.52 / 7.64
Energy above the lowest of the compared OMol25 structures with the same formula, charge and spin in kcal per mole: 34.5
HOMO energy (alpha / beta) in eV: -22.689 / -22.694
Spin multiplicity: 7

Structure (XYZ):
```
18
C6H6O5Tb ωB97M-V/def2-TZVPD
O -0.864 0.662 -3.307
C -0.482 0.723 -2.215
Tb 0.168 0.590 0.081
O 3.522 0.044 -1.320
C 2.473 0.204 -0.876
C -1.011 -1.309 -0.792
O -1.557 -2.164 -1.355
C 0.854 -1.510 1.035
O 1.169 -2.545 1.438
C -1.734 3.138 3.405
C -1.555 1.849 2.630
O -0.728 2.095 1.452
H -0.773 3.540 3.738
H -2.324 2.957 4.304
H -2.270 3.900 2.830
H -1.037 1.074 3.203
H -2.504 1.445 2.267
H -0.674 3.062 1.368
```